[1]
90
Properties=species:S:1:pos:R:3 method="wB97M-V/def2-TZVPD" relative_energy_kcal_mol=0.00 smiles="Fc1ccccc1.Fc1ccccc1.Fc1ccccc1.Fc1ccccc1.Fc1ccccc1.CC(C)=O.CC(C)=O.CC(C)=O" fmax_ha_per_bohr=0.0677 lumo_energy_ev=0.531
F -3.2561 -1.3021 2.5092
F -0.0095 4.0995 -0.3303
F 2.7739 1.7458 5.2324
F 2.8894 0.4143 -2.4282
F 3.4452 -2.0200 2.5696
O -1.3414 -1.9149 -2.6797
O -1.5299 -4.2998 2.0310
O 2.0550 6.2814 -4.3301
C 2.1508 5.0815 -3.9707
C -6.5832 -3.6034 2.1668
C 1.4948 0.8326 -4.2329
C 3.3165 4.2420 -4.4599
C 3.9050 0.5064 -4.5204
C 2.5069 1.1951 -6.3882
C 1.0249 0.1771 5.0483
C -5.4243 -4.1839 2.7210
C 3.7674 0.8412 -5.8454
C -1.2764 0.1653 -0.1010
C -3.1400 -2.6843 -1.4175
C -1.0819 0.8298 3.9817
C -2.1074 1.1522 0.3694
C -5.4930 -1.5073 1.8992
C 4.2289 1.8729 1.9520
C 4.9197 -0.2489 2.8090
C -0.2480 -0.1452 4.5999
C -0.5685 2.1283 3.8813
C 2.9772 1.4057 1.6216
C -2.5341 -2.0042 -2.5668
C -4.2712 -3.4048 2.8440
C -0.4162 2.8094 -0.2181
C -6.5801 -2.3160 1.7800
C 0.6729 2.4127 4.3384
C 3.6693 -0.7236 2.4204
C -4.3419 -2.0783 2.4363
C -1.6835 2.4856 0.2306
C -0.0946 0.4858 -0.7503
C 0.2904 -3.6240 0.6018
C 0.4087 1.7895 -0.7598
C 0.5951 -4.0683 3.0978
C 5.2054 1.0688 2.5263
C -0.3505 -3.9789 1.9047
C 1.3582 1.0922 -5.6024
C 1.5218 1.4568 4.8281
C -3.4900 -1.4323 -3.5958
C 1.0879 4.4403 -3.0992
C 2.6395 0.0874 1.9251
C 2.7450 0.5597 -3.7571
H 4.8679 0.1188 -4.0921
H -7.4853 -1.8441 1.4075
H 0.3791 -0.3394 -1.2712
H -0.4496 -3.4834 -0.1723
H 6.1158 1.4408 2.9157
H 1.2830 -4.9082 2.9507
H 0.8129 -2.6959 0.7671
H -5.4865 -0.4370 1.6380
H -2.3338 3.2073 0.6690
H -4.1047 -2.1921 -4.0293
H -5.4186 -5.2472 3.0003
H 2.2293 2.0067 1.0913
H 3.8746 4.7739 -5.2417
H 0.6829 3.7413 -3.8379
H -0.0280 -4.2810 3.9911
H 0.6867 0.8005 -3.4846
H 0.4005 1.3128 -5.9775
H -3.4210 -1.8975 -0.6921
H -4.0838 -3.2045 -1.6413
H 1.6918 -0.4045 1.6948
H -1.1444 2.9452 3.4773
H 3.9573 4.2333 -3.5742
H -3.0768 0.9279 0.7630
H -2.4727 -3.3863 -0.8197
H 4.6331 0.9562 -6.4889
H -0.6221 -1.1567 4.7730
H 5.6678 -0.8906 3.2290
H 1.1926 -3.1703 3.3694
H 1.6632 -0.6096 5.3869
H -4.0804 -0.6254 -3.1117
H -1.5921 -0.8624 -0.0400
H -3.3687 -3.8741 3.2622
H 2.5727 1.4644 -7.4355
H 4.5378 2.8882 1.7959
H 1.0286 -4.3846 0.2704
H 0.4025 5.2306 -2.8744
H 1.5864 3.8880 -2.2556
H -2.0411 0.5163 3.5848
H 1.1317 3.3517 4.1423
H 2.9768 3.2488 -4.8086
H 1.3130 2.0154 -1.2630
H -2.8603 -1.0834 -4.3959
H -7.4462 -4.2093 2.0555

---

[2]
97
Properties=species:S:1:pos:R:3 method="wB97M-V/def2-TZVPD" spin_multiplicity=4 total_charge=+3 fmax_ha_per_bohr=0.0640 lumo_energy_ev="-9.272 / -10.271"
Tc -0.2001 -0.8715 -0.4931
P -1.7314 1.0155 -0.4801
O 3.7641 4.3467 3.9729
O 1.1099 0.0689 0.7685
O 3.1207 3.1586 5.8141
O -1.3282 -3.2529 -1.4360
O -0.6564 -1.8884 1.3579
O 1.3247 -2.7559 -0.1133
O 1.7875 2.0086 -0.1208
O 0.9198 -3.0765 -2.7353
N 1.0028 0.7491 -4.2126
N 0.6104 -0.0816 -2.2247
N 0.0666 -2.8652 3.2461
N 2.7327 -4.3864 -3.0453
N -1.7726 -1.9605 -1.2187
C 3.9745 -4.9855 -2.5637
C -1.2907 3.7233 2.5929
C 0.0635 0.3763 -3.3446
C -2.9284 3.3318 -3.6415
C 2.6586 2.5574 4.7348
C -1.1706 -2.5281 3.9485
C -3.4686 0.4678 -0.4558
C -1.2850 3.1762 1.3144
C -5.7647 1.1413 -0.0989
C 1.8944 1.4064 4.6325
C 1.0847 -3.5006 4.0766
C -1.5977 1.8333 1.1409
C 2.7242 2.8986 2.3032
C 0.2284 -2.5132 1.9837
C -5.2852 -1.0654 -0.8895
C 1.9620 -3.6019 -2.3128
C 0.7874 1.2883 -5.5466
C 1.5874 1.2795 0.8292
C -1.8930 1.0349 2.2507
C -0.7925 4.1653 -2.9441
C -1.6054 2.9376 3.6898
C 3.8618 4.2981 5.3904
C -2.8706 2.3540 -2.6606
C 2.3735 -3.3823 -0.8574
C 1.9725 0.0018 -2.4020
C -6.2063 -0.1030 -0.5258
C -1.7750 2.2832 -1.7939
C 2.2257 0.5211 -3.6292
C 2.3378 -4.7376 -4.4103
C 3.0622 3.2963 3.5826
C -1.8957 4.2471 -3.7814
C 1.5162 -2.9116 1.2824
C 1.9743 1.7410 2.2077
C -0.7254 3.1900 -1.9605
C -3.0521 -1.9074 -1.2098
C 1.5579 1.0151 3.3558
C -1.9005 1.5884 3.5192
C -3.9082 -0.8034 -0.8541
C -4.4065 1.4219 -0.0733
H -1.6428 3.3793 4.6777
H -7.2643 -0.3222 -0.5663
H 0.1538 3.1251 -1.3434
H -1.9494 5.0119 -4.5448
H 0.6343 -4.3216 4.6310
H -1.0825 4.7783 2.7223
H 1.2898 -4.5036 -4.5583
H -0.2745 1.4620 -5.6989
H -1.4858 -3.3803 4.5469
H 4.4781 -4.3416 -1.8453
H -1.9507 -2.2883 3.2345
H -2.1619 0.9820 4.3773
H -6.4739 1.8962 0.2133
H 1.5820 0.8614 5.5123
H 2.3493 -2.2917 1.6327
H -3.6834 1.6457 -2.5874
H 3.7890 -5.9617 -2.1107
H 1.9130 -3.8950 3.4975
H 3.1556 0.7574 -4.1166
H -0.5384 -3.1519 -2.0291
H -1.0095 -1.6770 4.6136
H 2.5855 -4.3597 -0.4164
H -1.0727 3.8106 0.4634
H -3.5537 -2.8399 -1.4538
H -2.1391 -0.0103 2.1051
H 2.4994 -5.8035 -4.5608
H 1.4778 -2.7803 4.7965
H 0.9451 0.1362 3.2109
H 0.0259 4.8652 -3.0545
H 4.6404 -5.1288 -3.4105
H 2.9357 -4.1839 -5.1348
H -3.7908 3.3785 -4.2933
H 2.6755 -0.2950 -1.6438
H -5.6282 -2.0451 -1.1993
H 1.1488 0.5916 -6.3006
H 4.9075 4.1942 5.6891
H 3.0260 3.4420 1.4186
H 3.4412 5.2038 5.8308
H 1.3204 2.2304 -5.6557
H 3.2800 -2.7705 -0.7952
H -4.0702 2.4021 0.2423
H 1.7340 -3.9599 1.4977
H -0.9919 0.4133 -3.5530

---

[3]
100
Properties=species:S:1:pos:R:3 method="wB97M-V/def2-TZVPD" total_charge=+2 fmax_ha_per_bohr=0.0369 lumo_energy_ev="-8.230 / -8.229"
W -0.1598 -0.6505 -0.1183
S 1.3911 -0.9868 -1.9225
S 1.8230 -1.8795 0.8572
S 0.3452 1.6500 -4.0038
S -2.5274 -0.7224 -0.5834
P 0.3737 -0.2710 -3.6540
O 0.8768 -1.2265 -4.7982
O -1.0077 -0.9642 -3.1745
O -0.0872 6.1325 1.8551
O -1.0059 7.7211 0.7258
O -0.4408 1.0818 -1.1583
O -1.3161 1.4302 0.7760
N -0.8625 -1.3891 2.1760
N -0.7137 6.5714 0.9126
N -0.8024 -3.1507 -0.2758
N 2.2403 2.1333 2.4385
N 3.4604 5.5838 8.1060
N 1.1639 0.8646 0.9840
C 2.6681 -1.6922 3.4428
C 3.3696 3.9553 3.5923
C -3.0915 -2.3853 -0.7780
C 1.5686 -1.6318 2.5937
C 2.9827 -0.0026 -5.2409
C -1.4259 -2.7741 2.0820
C -1.1122 5.5928 -0.0934
C -2.2117 -1.1282 -4.0071
C 3.2709 4.9962 7.1434
C -0.6758 -3.6820 1.1122
C 0.1225 -3.8744 -1.1828
C 2.3902 1.2102 0.4603
C -1.9536 -0.5496 2.7405
C -3.9791 -4.9777 -1.1530
C 1.9431 2.4422 4.8204
C -2.6476 -4.7383 -0.8619
C 2.4981 -1.6035 4.8098
C 3.0595 1.9834 1.3566
C 3.0271 4.2659 5.9497
C -2.0842 -0.4909 -5.3760
C 3.6306 4.6547 4.7547
C 1.2238 -1.4459 5.3285
C 2.9318 -2.4874 -4.8547
C -1.2763 3.2928 -0.7311
C -1.0471 1.8945 -0.3589
C 2.1842 3.1536 5.9776
C -4.4353 -2.6262 -1.0524
C -1.5259 5.9944 -1.3582
C -4.8743 -3.9221 -1.2380
C 2.5248 2.8499 3.6232
C 0.2830 -1.4379 3.1068
C -2.4853 -2.6189 -4.1454
C 0.1282 -1.3536 4.4868
C 1.1170 1.4553 2.1805
C -2.1879 -3.4385 -0.6725
C 2.1931 -1.2838 -5.4221
C -1.6436 3.6806 -2.0212
C -1.0170 4.2539 0.2417
C -1.7907 5.0260 -2.3161
H 2.7133 0.8608 -0.5048
H -0.0415 -3.5388 -2.2070
H -5.1119 -1.7896 -1.1265
H 1.7355 2.8476 6.9098
H -3.0488 -0.5317 -5.8735
H -1.5673 0.4060 3.0892
H -1.6263 -3.1090 -4.5993
H 1.0720 -1.4017 6.3934
H 0.2729 1.4300 2.8442
H -2.4708 -2.6940 1.7595
H -0.0408 -4.9536 -1.1496
H 1.1610 -3.6773 -0.9099
H -1.6117 7.0482 -1.5809
H 3.6430 -1.8334 3.0059
H -2.0979 5.3249 -3.3051
H 3.8760 -2.6101 -5.3795
H 4.0428 2.4026 1.3113
H 2.3400 -3.3901 -4.9829
H -1.8194 2.9290 -2.7762
H -4.3152 -5.9908 -1.3032
H 3.3490 -1.6820 5.4640
H -1.9785 -5.5807 -0.7913
H 3.1377 0.1802 -4.1767
H -3.0056 -0.6352 -3.4295
H 4.2917 5.5070 4.7463
H -3.3442 -2.7576 -4.7946
H -2.7128 -0.3529 1.9781
H 1.9713 -1.4440 -6.4825
H 0.3790 -3.7716 1.3825
H -0.7117 3.9656 1.2370
H -1.3644 -1.0457 -5.9723
H -1.7773 0.5500 -5.3093
H 2.4686 0.8514 -5.6762
H 3.9540 -0.0985 -5.7209
H -0.8453 -1.2390 4.9328
H 1.3264 1.5568 4.8527
H -1.1232 -4.6814 1.1714
H -5.9127 -4.1084 -1.4539
H -2.7051 -3.0828 -3.1888
H 3.1328 -2.3476 -3.7939
H -2.4385 -1.0566 3.5795
H 3.8129 4.2828 2.6673
H -1.4130 -3.2285 3.0797